Molecular formula: C35H58OOsP2
Method: DFT, ωB97M-V/def2-TZVPD

Charge: +2
Multiplicity: 5
Largest force on an atom in eV/A: 3.66
Calculated total energy in eV: -60311.096

Positions of all 97 atoms, in Å:
Os -0.77066 -0.41014 1.56614
C -1.24947 -2.32588 2.85909
C -2.13905 -1.21507 3.07478
C -2.37858 -1.93761 0.87097
C -1.39567 -2.76754 1.51135
C -2.85384 -0.98346 1.83946
C -0.41023 -2.97714 3.90694
H -0.09846 -2.25156 4.66587
H 0.48592 -3.43377 3.46669
H -0.96639 -3.77481 4.42352
C -0.69678 -3.92179 0.89835
H 0.11000 -4.29235 1.53778
H -0.26873 -3.64169 -0.07171
H -1.39431 -4.75128 0.72625
C -2.92624 -2.13670 -0.49869
H -3.46388 -3.09212 -0.56332
H -2.10622 -2.17284 -1.22850
H -3.61485 -1.32796 -0.77257
C -4.00001 -0.03931 1.65662
H -4.96208 -0.55670 1.78384
H -3.98376 0.39041 0.64810
H -3.95676 0.76642 2.39439
C -2.41141 -0.55858 4.38748
H -3.20109 -1.09381 4.92895
H -2.73716 0.47138 4.23602
H -1.51141 -0.55943 5.00818
C 1.32365 -0.49990 1.03425
C 1.19917 -0.41562 2.45183
C 1.38115 0.85280 3.24707
C 0.39060 1.98299 2.87644
C -0.77772 1.61951 1.98803
C -0.69328 1.47362 0.56242
C 0.56931 1.59587 -0.25378
C 1.71531 0.64329 0.12309
H 2.42338 1.21984 3.17124
H 0.96418 2.81615 2.39817
H 1.21632 0.60818 4.30782
H 2.55321 1.21306 0.55120
H 1.55464 -1.49260 0.63173
H 1.41347 -1.32993 3.01331
H 2.09220 0.18874 -0.80741
H 0.31015 1.40823 -1.31340
H -1.60776 1.72863 0.01801
H 0.94076 2.63441 -0.22434
H -0.01950 2.38055 3.82023
H -1.73994 1.96572 2.37027
P 2.45415 4.11043 1.86266
C 4.19632 4.00362 1.31328
C 2.61728 5.10585 3.39618
P 0.03107 5.62601 0.61729
C 1.88343 5.38163 0.66763
C -0.07202 7.05342 1.80594
C 0.15902 6.72488 -0.87289
H 4.21558 3.72633 0.25106
H 4.71915 3.23099 1.88904
H 4.68068 4.98387 1.45670
H 3.34114 5.91865 3.23448
H 2.97993 4.45067 4.20037
H 1.64779 5.51277 3.71547
H 0.80679 7.58932 -0.64548
H -0.84059 7.06610 -1.16018
H 0.59201 6.15214 -1.69722
H 2.19981 5.04771 -0.34437
H 2.37995 6.33771 0.92961
H -1.08064 7.47772 1.72242
H 0.66743 7.82871 1.54852
H 0.06883 6.72527 2.83963
C 2.09628 0.04174 -4.44223
C 1.10170 -0.65557 -3.53251
C -0.21947 0.12426 -3.54646
C 0.92906 -2.11269 -3.90511
C 1.49015 -2.70226 -5.02281
C 1.15617 -4.01049 -5.38134
C 0.25314 -4.74897 -4.61064
C -0.26590 -4.24260 -3.42981
C -1.30125 -5.02201 -2.62905
C -2.60870 -5.16785 -3.41528
C -0.82135 -6.41755 -2.23141
C 0.17391 -2.93590 -2.97629
O -0.04216 -2.51043 -1.79732
H 1.70546 0.07464 -5.46663
H 3.05852 -0.48007 -4.44869
H 2.26555 1.07250 -4.10419
H 1.47733 -0.63556 -2.50015
H -0.71039 0.01191 -4.52199
H -0.90929 -0.23060 -2.77396
H -0.03726 1.19216 -3.38566
H 2.17745 -2.12998 -5.64490
H 1.57286 -4.44641 -6.28651
H -0.07082 -5.74284 -4.93645
H -1.49708 -4.43984 -1.72074
H -2.43453 -5.77740 -4.31453
H -3.36704 -5.66911 -2.79689
H -2.99477 -4.18894 -3.72671
H 0.11973 -6.36883 -1.67693
H -1.57902 -6.90133 -1.60004
H -0.67359 -7.03398 -3.12705